(1)
2 unconnected molecules or ions with the total composition C34H43FIN5O6, computed with ωB97M-V/def2-TZVPD.

Summary:
Kohn-Sham gap   7.58 eV
Electronic energy   -2443.77067 hartree
Spin multiplicity   1
E_HOMO   -8.705 eV
LUMO energy   -1.13 eV

Each line ends with the Mulliken charge.
Geometry (Å):
1 C -5.03 -1.07 1.35  -0.730
2 C -4.51 -1.30 2.85  -0.450
3 C -2.92 -1.36 3.01  -1.251
4 I -2.47 -2.48 4.86  0.069
5 C -2.15 -2.01 1.80  0.714
6 C -2.56 -3.31 1.10  1.379
7 C -3.79 -4.17 1.54  -0.356
8 O -3.96 -4.59 2.70  -0.474
9 N -4.85 -4.59 0.55  -0.157
10 C -5.11 -6.00 0.88  0.632
11 O -6.07 -6.39 1.53  -0.489
12 F -4.22 -6.99 0.40  -0.222
13 C -1.76 -3.80 -0.07  0.539
14 O -2.21 -5.01 -0.73  -0.486
15 C -2.95 -4.65 -1.86  0.389
16 N -3.52 -4.06 -2.72  -0.469
17 C -0.50 -3.10 -0.62  0.593
18 N 0.12 -3.71 -1.74  -0.613
19 C 1.25 -2.97 -2.07  0.735
20 C 2.09 -3.49 -3.33  -1.317
21 C 1.77 -1.71 -1.37  -0.011
22 C 3.11 -0.97 -1.83  -0.418
23 C 4.42 -1.85 -1.63  -1.031
24 C 4.87 -2.07 -0.12  0.492
25 C 5.05 -0.72 0.72  -1.113
26 C 3.94 -3.16 0.64  -0.921
27 N 1.10 -1.13 -0.29  0.265
28 C -0.07 -1.84 0.09  -0.568
29 C -0.90 -1.30 1.28  -0.284
30 C -0.37 0.06 1.93  -0.896
31 C -1.27 1.28 1.36  -0.096
32 C -0.39 2.53 0.88  0.288
33 C -0.60 2.95 -0.64  -0.585
34 C -2.12 2.98 -1.12  -0.291
35 C -2.18 3.49 -2.65  -0.594
36 C -3.64 3.92 -3.12  -0.508
37 O -4.37 2.88 -3.80  -0.321
38 C -4.74 3.29 -5.14  -0.604
39 H -4.24 -0.77 0.61  0.192
40 H -5.61 -2.01 1.05  0.038
41 H -5.81 -0.23 1.35  0.335
42 H -4.92 -2.29 3.24  0.267
43 H -4.89 -0.48 3.55  0.526
44 H -2.58 -0.30 3.24  0.515
45 H -5.70 -4.04 0.74  0.360
46 H 1.40 -4.01 -4.08  0.407
47 H 2.67 -2.67 -3.84  0.319
48 H 2.82 -4.27 -2.90  0.247
49 H 3.24 -0.05 -1.16  -0.299
50 H 2.97 -0.57 -2.89  0.485
51 H 5.28 -1.27 -2.14  0.394
52 H 4.41 -2.86 -2.14  0.298
53 H 5.90 -2.56 -0.16  0.461
54 H 5.67 -1.00 1.64  0.423
55 H 4.08 -0.28 1.09  0.011
56 H 5.68 0.06 0.15  0.260
57 H 3.28 -2.61 1.38  0.191
58 H 3.30 -3.63 -0.19  0.132
59 H 4.56 -3.99 1.10  0.337
60 H 0.73 0.24 1.75  -0.005
61 H -0.54 -0.04 3.05  0.477
62 H -1.93 1.65 2.22  0.288
63 H -1.92 0.83 0.55  -0.121
64 H 0.71 2.25 1.00  -0.700
65 H -0.55 3.42 1.59  0.462
66 H -0.22 4.02 -0.74  0.382
67 H 0.05 2.33 -1.36  0.101
68 H -2.60 1.94 -1.14  0.068
69 H -2.80 3.61 -0.45  0.292
70 H -1.85 2.58 -3.27  0.246
71 H -1.47 4.34 -2.86  0.376
72 H -4.24 4.26 -2.21  0.241
73 H -3.52 4.81 -3.81  0.369
74 H -5.53 2.63 -5.61  0.221
75 H -5.17 4.36 -5.15  0.262
76 H -3.80 3.25 -5.80  0.265
77 O 3.10 3.46 -0.58  -0.629
78 N 3.38 2.97 0.51  0.998
79 O 3.04 1.85 0.87  -0.354
80 C 4.17 3.78 1.44  -0.021
81 C 4.54 5.07 1.08  -0.453
82 C 5.27 5.85 1.97  -0.491
83 C 5.62 5.33 3.21  -0.401
84 C 5.26 4.03 3.56  -0.670
85 C 4.53 3.25 2.68  0.030
86 H 4.27 5.49 0.11  0.450
87 H 5.55 6.86 1.70  0.378
88 H 6.18 5.94 3.91  0.379
89 H 5.54 3.63 4.53  0.379
90 H 4.25 2.25 2.96  0.442



(2)
4 unconnected molecules or ions with the total composition C22H42BClN4O10P3, computed with ωB97M-V/def2-TZVPD.

Summary:
Kohn-Sham gap   5.70 eV
Electronic energy   -3343.79019 hartree
Spin multiplicity   1
Charge   -1
E_HOMO   -3.882 eV
LUMO energy   1.82 eV

Each line ends with the Mulliken charge.
Geometry (Å):
1 C 0.90 -3.86 -0.40  -1.014
2 C 1.25 -2.39 -0.36  0.245
3 C 2.61 -1.75 -1.02  -0.676
4 C 3.18 -0.40 -0.25  0.643
5 P 4.07 -0.95 1.36  0.261
6 O 5.79 -1.08 0.99  -0.443
7 O 3.50 -2.49 1.95  -0.445
8 O 4.35 -0.07 -1.12  -0.504
9 B 4.62 1.40 -1.12  0.563
10 Cl 5.52 2.13 0.36  -0.423
11 P 5.58 2.19 -2.58  -0.281
12 C 4.74 3.91 -2.87  -0.819
13 C 7.39 2.64 -2.11  -0.483
14 C 7.53 4.20 -1.53  -0.784
15 O 3.25 1.95 -0.92  -0.391
16 C 2.30 0.98 -0.27  0.995
17 C 1.89 1.69 1.19  -0.596
18 C 1.12 0.73 2.21  0.101
19 C 0.69 1.29 3.68  -0.605
20 C 1.16 2.85 3.84  -0.393
21 C 1.89 3.59 2.62  -0.238
22 N 2.30 3.11 1.27  -0.088
23 P 0.81 1.10 -1.51  0.715
24 O -0.49 0.37 -1.00  -0.667
25 O 0.43 2.83 -1.66  -0.568
26 O 1.37 0.59 -3.08  -0.570
27 H 0.70 -4.45 -1.40  0.203
28 H 0.77 -4.36 0.68  0.154
29 H 0.50 -1.71 0.24  0.127
30 H 3.47 -2.57 -0.91  0.375
31 H 2.45 -1.61 -2.17  0.374
32 H 6.02 -2.02 0.70  0.267
33 H 4.18 -3.22 1.87  0.257
34 H 3.80 3.85 -3.57  0.333
35 H 5.46 4.71 -3.34  0.296
36 H 4.38 4.34 -1.83  0.123
37 H 8.13 2.60 -3.04  0.361
38 H 7.82 1.88 -1.30  0.214
39 H 6.62 4.51 -0.84  0.168
40 H 8.50 4.37 -0.89  0.277
41 H 7.56 4.94 -2.45  0.231
42 H 0.88 -0.39 1.92  0.065
43 H 0.14 0.70 4.52  0.300
44 H 0.95 3.42 4.85  0.403
45 H 2.15 4.74 2.82  0.212
46 H -0.50 2.90 -1.24  0.315
47 H 2.02 1.30 -3.41  0.395
48 C -3.32 5.09 5.21  0.105
49 O -3.31 3.94 5.65  -0.578
50 N -2.78 5.49 4.01  0.171
51 C -2.83 6.87 3.57  -0.903
52 C -2.14 4.50 3.16  -0.849
53 H -3.78 5.91 5.78  0.256
54 H -3.37 6.91 2.62  0.317
55 H -1.80 7.23 3.42  0.323
56 H -3.33 7.50 4.30  0.299
57 H -2.87 3.73 2.91  0.276
58 H -1.31 4.04 3.71  0.182
59 H -1.76 4.97 2.25  0.415
60 C -3.04 -4.61 -0.72  -0.018
61 O -2.13 -5.41 -0.93  -0.633
62 N -3.56 -4.30 0.52  0.219
63 C -4.63 -3.34 0.68  -1.023
64 C -3.03 -4.96 1.69  -0.937
65 H -3.51 -4.05 -1.54  0.468
66 H -4.29 -2.53 1.33  0.365
67 H -5.49 -3.84 1.14  0.335
68 H -4.94 -2.92 -0.28  0.398
69 H -1.96 -4.74 1.77  0.212
70 H -3.16 -6.04 1.58  0.288
71 H -3.54 -4.62 2.59  0.389
72 C -6.44 -4.04 -2.73  -0.017
73 O -5.55 -3.78 -1.93  -0.508
74 N -6.50 -5.16 -3.53  0.128
75 C -7.60 -5.39 -4.44  -0.926
76 C -5.42 -6.12 -3.46  -0.895
77 H -7.31 -3.37 -2.86  0.261
78 H -8.08 -6.34 -4.18  0.332
79 H -7.20 -5.46 -5.46  0.335
80 H -8.33 -4.59 -4.39  0.291
81 H -5.35 -6.51 -2.44  0.278
82 H -4.48 -5.63 -3.72  0.295
83 H -5.60 -6.95 -4.15  0.360



(3)
A single C17H14O4 molecule, computed with ωB97M-V/def2-TZVPD.

Summary:
Kohn-Sham gap   6.72 eV
Electronic energy   -957.09500 hartree
Spin multiplicity   1
ΔE to the lowest compared entry with this formula, charge and spin   71.1 kcal/mol
E_HOMO   -7.868 eV
LUMO energy   -1.15 eV

Each line ends with the natural charge from an NBO analysis.
Geometry (Å):
1 O -4.92 1.87 1.84  -0.577
2 C -4.21 2.73 1.33  0.492
3 C -4.77 4.06 1.22  -0.398
4 C -4.11 5.03 0.55  0.363
5 O -4.67 6.28 0.43  -0.666
6 C -2.80 4.79 -0.08  -0.272
7 C -2.24 3.53 -0.05  -0.149
8 C -2.91 2.44 0.70  -0.185
9 C -2.35 1.18 0.79  -0.046
10 C -1.00 0.79 0.35  -0.260
11 C -0.59 -0.49 0.30  -0.123
12 C 0.77 -0.92 -0.09  -0.290
13 C 1.09 -2.25 0.09  -0.109
14 C 2.38 -2.92 -0.28  -0.202
15 C 2.27 -4.22 -0.80  -0.140
16 C 3.37 -4.89 -1.36  -0.304
17 C 4.62 -4.27 -1.29  0.348
18 O 5.71 -4.94 -1.71  -0.656
19 C 4.74 -3.00 -0.74  -0.360
20 C 3.64 -2.29 -0.26  0.360
21 O 3.84 -1.08 0.33  -0.667
22 H -5.74 4.22 1.64  0.220
23 H -5.60 6.23 0.69  0.485
24 H -2.37 5.56 -0.75  0.232
25 H -1.34 3.38 -0.63  0.217
26 H -2.89 0.47 1.37  0.228
27 H -0.31 1.55 -0.01  0.202
28 H -1.22 -1.30 0.65  0.205
29 H 1.48 -0.26 -0.50  0.202
30 H 0.38 -3.00 0.49  0.211
31 H 1.31 -4.74 -0.91  0.219
32 H 3.26 -5.89 -1.77  0.229
33 H 6.52 -4.49 -1.37  0.484
34 H 5.69 -2.51 -0.70  0.217
35 H 2.98 -0.65 0.54  0.493



(4)
A single C2H3ClO2 molecule, computed with ωB97M-V/def2-TZVPD.

Summary:
Kohn-Sham gap   10.27 eV
Electronic energy   -688.58988 hartree
Spin multiplicity   1
ΔE to the lowest compared entry with this formula, charge and spin   59.2 kcal/mol
E_HOMO   -9.575 eV
LUMO energy   0.69 eV

Each line ends with the natural charge from an NBO analysis.
Geometry (Å):
1 O -0.72 0.53 -1.34  -0.684
2 C -0.09 -0.30 -0.50  0.449
3 Cl 0.65 -1.78 -1.02  -0.008
4 C 0.55 0.27 0.96  -0.116
5 O -0.65 -0.55 0.80  -0.501
6 H -1.60 0.71 -1.13  0.499
7 H 1.42 -0.18 1.10  0.178
8 H 0.45 1.30 1.13  0.184